Formula: CH2N3O
Source: the Open Molecules 2025 dataset
Level of theory: ωB97M-V/def2-TZVPD

CARTESIAN COORDINATES (ANGSTROEM)
C: -0.6330 0.6360 0.7713
N: 0.7508 -2.6195 -0.5315
N: 0.4937 -1.5538 -0.6352
N: -0.0667 1.0600 -0.2433
O: -1.0238 0.1631 1.6693
H: 0.7039 0.3661 -0.3237
H: -0.2247 1.9482 -0.7069

Output
Frontier orbital gap, eV: 13.86
Net charge: +1
Energy, Eh: -278.530448
E_HOMO, eV: -19.08
Energy above the lowest of the compared OMol25 structures with the same formula, charge and spin, kJ/mol: 51.7